Density functional theory data (ωB97M-V/def2-TZVPD) for 10 unconnected molecules or ions with the total composition C30H85N5O10.

```
130
Properties=species:S:1:pos:R:3:forces:R:3:mulliken_spin:R:1
C -1.064 4.761 0.350 1.380 0.655 -2.508 0.0007
C -0.361 5.212 1.597 0.383 -1.106 -0.856 0.0029
O -1.321 4.943 2.538 -1.745 0.120 2.595 0.0003
H -1.178 3.692 0.169 -0.070 -0.337 0.842 0.0036
H -0.487 5.037 -0.533 -0.104 0.340 -0.333 0.0008
H -2.032 5.259 0.292 -0.083 0.079 -0.120 0.0020
H -0.076 6.263 1.555 -0.121 0.023 0.096 0.0006
H 0.492 4.592 1.872 0.543 0.210 -0.526 -0.0001
H -1.934 4.372 2.067 -0.256 -0.040 0.757 -0.0010
C -3.850 -1.279 3.386 0.185 -1.012 -0.058 -0.0001
C -4.130 -1.615 1.905 1.086 0.030 1.649 0.0009
O -5.447 -1.260 1.640 -0.972 0.490 -0.728 0.0001
H -2.830 -1.506 3.695 0.377 0.491 -0.466 0.0000
H -4.358 -1.975 4.053 -0.696 0.114 -0.211 0.0000
H -4.133 -0.263 3.659 0.116 -0.017 -0.179 0.0001
H -3.999 -2.680 1.713 0.263 -0.188 0.115 -0.0001
H -3.448 -1.066 1.254 0.286 0.138 -0.090 -0.0017
H -5.534 -1.390 0.693 -0.605 -0.010 -0.074 0.0001
C -2.503 -3.674 -2.572 0.922 0.936 -1.315 0.0003
C -2.495 -2.208 -2.974 0.424 -0.524 0.541 0.0001
O -3.829 -1.764 -3.066 -0.251 1.237 -0.281 0.0013
H -2.911 -3.817 -1.572 0.048 -0.186 -0.130 0.0000
H -1.451 -3.947 -2.658 -0.063 -0.696 0.438 0.0000
H -3.056 -4.153 -3.380 -0.122 -0.543 0.462 0.0000
H -1.972 -2.008 -3.909 -0.529 -0.412 -0.457 -0.0001
H -1.861 -1.643 -2.290 -0.338 0.424 0.731 -0.0005
H -4.320 -2.080 -2.304 0.010 -0.186 0.063 0.0000
C 1.982 -2.012 3.886 -1.063 1.137 0.446 0.0000
C 1.194 -2.860 4.914 0.296 2.683 -1.451 0.0000
O 1.545 -4.104 4.633 1.403 -4.557 0.370 0.0000
H 1.674 -0.969 3.963 0.520 0.464 0.309 0.0000
H 1.734 -2.218 2.845 -0.002 -0.670 -0.027 0.0000
H 3.045 -2.175 4.063 -0.069 0.221 -0.042 0.0000
H 0.122 -2.864 4.717 -0.493 1.317 0.707 0.0000
H 1.530 -2.574 5.911 -0.554 0.000 0.178 0.0000
H 1.035 -4.342 3.855 -0.033 -0.539 -0.254 0.0000
C -0.739 0.851 1.931 -1.139 -0.198 0.547 -0.0022
C -0.820 0.476 0.456 0.735 0.139 1.609 0.0128
O -0.076 -0.723 0.319 -0.080 0.261 -0.718 0.0006
H -1.357 0.198 2.547 -0.161 -0.253 -0.116 0.0009
H -1.156 1.844 2.096 0.190 0.245 -0.010 0.0016
H 0.242 0.775 2.400 0.240 0.206 -0.633 -0.0006
H -0.390 1.330 -0.068 0.198 -0.166 -0.582 0.0002
H -1.838 0.299 0.109 -0.336 0.260 0.032 -0.0080
H 0.039 -0.817 -0.629 0.368 -0.489 -0.136 -0.0002
C 6.810 -0.923 0.672 -1.306 0.531 0.115 0.0000
C 5.241 -0.939 0.801 1.263 0.889 -1.183 0.0001
C 4.585 -2.018 -0.127 -0.272 0.953 0.026 -0.0001
O 3.241 -2.309 0.240 -0.524 -0.505 0.085 0.0001
C 2.522 -2.982 -0.793 0.959 -0.410 -0.043 -0.0001
N 4.990 -1.090 2.178 -1.612 -2.431 2.056 0.0000
H 7.127 -0.266 -0.139 0.347 -0.485 -0.230 0.0000
H 7.208 -1.938 0.669 0.059 0.076 -0.422 0.0000
H 7.148 -0.485 1.611 0.144 0.120 -0.128 0.0000
H 4.816 0.038 0.570 0.191 0.053 -1.001 0.0000
H 5.216 -2.899 -0.241 -0.089 -0.368 0.409 0.0000
H 4.452 -1.611 -1.129 0.765 0.436 -0.317 0.0000
H 2.594 -2.502 -1.769 -0.400 0.983 0.008 -0.0001
H 1.497 -3.195 -0.489 0.110 0.413 0.060 0.0001
H 2.975 -3.931 -1.081 0.196 -0.545 0.631 0.0000
H 4.086 -1.538 2.236 -0.216 -0.250 0.523 0.0000
H 4.899 -0.279 2.774 0.360 0.452 -0.593 0.0000
C -5.482 2.454 1.916 0.113 -0.610 -0.903 0.0157
C -5.317 3.238 0.616 0.750 2.651 3.124 -0.0100
C -5.325 4.845 1.004 -0.319 0.061 -1.467 0.0929
O -5.086 5.766 -0.103 0.942 -2.587 1.222 0.0215
C -4.890 7.082 0.410 -2.004 0.447 -0.379 0.0047
N -4.026 2.988 0.051 -2.986 0.366 -1.790 0.5808
H -5.522 1.454 1.485 0.083 -0.657 0.960 0.0011
H -6.389 2.605 2.502 -0.034 0.294 -0.398 -0.0023
H -4.617 2.586 2.566 0.005 -0.138 -0.080 -0.0022
H -6.186 3.040 -0.012 0.145 0.166 -0.842 0.0671
H -4.624 4.984 1.828 0.441 -0.024 -0.193 -0.0007
H -6.309 5.070 1.416 -0.281 -0.353 -0.050 0.0045
H -5.857 7.515 0.152 -0.020 0.776 0.316 0.0016
H -4.157 7.688 -0.123 0.459 -0.607 0.276 -0.0005
H -4.853 7.067 1.499 0.670 0.276 -0.097 -0.0001
H -4.087 3.503 -0.815 1.278 1.095 -0.450 0.0030
H -3.844 2.047 -0.269 1.176 -1.448 0.464 0.0105
C 7.227 2.123 -2.997 0.236 0.112 0.566 0.0000
C 5.751 2.327 -2.665 0.134 1.520 1.174 0.0000
C 5.399 1.736 -1.273 -2.509 -1.869 -2.199 0.0000
O 4.008 2.005 -0.809 0.960 0.906 0.152 0.0000
C 2.889 1.736 -1.673 1.884 -0.524 0.363 0.0001
N 5.385 3.734 -2.561 -0.031 1.380 -0.626 0.0000
H 7.375 1.130 -3.421 0.053 0.142 -0.355 0.0000
H 7.900 2.173 -2.142 -0.171 0.133 0.312 0.0000
H 7.545 2.937 -3.650 0.005 -0.321 -0.342 0.0000
H 5.262 2.063 -3.603 -0.686 -1.649 0.570 0.0000
H 6.108 1.946 -0.473 -0.344 0.560 -0.177 0.0000
H 5.412 0.664 -1.469 0.260 -0.410 0.425 0.0000
H 2.946 2.321 -2.591 -0.180 0.091 -0.088 -0.0001
H 1.974 1.944 -1.118 0.168 0.104 0.039 0.0001
H 2.954 0.674 -1.910 -0.427 -0.250 -0.323 0.0000
H 4.991 3.980 -3.458 0.456 0.566 -0.407 0.0000
H 4.563 3.884 -1.994 0.125 -0.367 0.773 0.0000
C -3.179 3.174 -3.848 1.200 0.002 0.088 -0.0036
C -2.553 1.854 -3.427 -0.083 -0.022 0.587 -0.0076
C -1.087 2.071 -2.859 -0.105 0.802 -0.353 0.0019
O -0.206 2.847 -3.699 -0.834 0.161 0.341 0.0056
C 0.294 2.181 -4.835 -0.613 -1.136 -0.691 -0.0003
N -3.487 1.211 -2.441 0.643 0.721 -0.247 0.1787
H -2.527 3.555 -4.633 -0.449 0.331 -0.209 0.0019
H -3.100 3.886 -3.027 -0.117 0.169 0.123 0.0016
H -4.221 3.083 -4.157 0.154 -0.058 -0.228 -0.0002
H -2.562 1.176 -4.281 0.398 -0.025 -0.207 0.0135
H -0.567 1.189 -2.483 -0.195 -0.652 -0.552 -0.0015
H -1.185 2.660 -1.947 -0.194 0.366 -0.066 0.0084
H 0.890 1.323 -4.526 0.247 -0.053 -0.132 0.0002
H 0.810 2.765 -5.597 0.555 0.833 1.028 0.0002
H -0.496 1.825 -5.496 -0.618 -0.502 0.304 0.0012
H -3.549 0.236 -2.697 -0.077 -0.754 0.528 -0.0010
H -4.398 1.586 -2.662 -0.280 0.006 0.050 -0.0013
C 0.646 -7.869 1.987 -2.474 1.349 0.792 0.0000
C 0.968 -6.773 0.996 2.680 -0.193 0.270 0.0000
C 1.328 -5.414 1.705 -0.174 -2.167 0.420 -0.0003
O 0.215 -4.902 2.390 -0.482 0.662 0.297 0.0000
C -0.588 -4.049 1.618 -0.458 -0.253 -0.812 -0.0001
N 2.217 -7.305 0.455 1.252 0.823 -1.590 0.0000
H 0.580 -8.798 1.420 -0.666 -0.039 0.446 0.0000
H -0.250 -7.462 2.455 -0.933 -1.200 0.208 0.0000
H 1.283 -8.015 2.860 0.779 0.340 -0.468 0.0000
H 0.280 -6.705 0.154 -0.362 0.110 0.303 0.0000
H 1.895 -4.638 1.190 -0.202 -0.222 -0.497 0.0003
H 1.957 -5.816 2.500 0.436 0.475 0.157 0.0000
H -1.477 -3.772 2.185 0.258 0.171 0.196 0.0000
H -0.949 -4.569 0.730 -0.188 -0.361 -0.189 0.0000
H -0.069 -3.185 1.205 0.221 0.336 0.534 0.0001
H 2.033 -8.234 0.104 0.010 -0.040 -0.344 0.0000
H 2.845 -7.480 1.226 0.257 0.185 0.164 0.0000
```
Forces are in eV/Å.

Orbital gap (spin up / spin down) = 0.27126 / 0.05895 Ha
2S+1 = 2
Energy above the lowest of the compared OMol25 structures with the same formula, charge and spin = 325.6 kJ/mol
Expectation value of S² = 0.756
E_LUMO (spin up / spin down) = -0.099 / -0.311 Eh
Total charge = +1